Entry 1:
14
Properties=species:S:1:pos:R:3:mulliken_charge:R:1 method="wB97M-V/def2-TZVPD" e_tot_ha=-320.86001 fmax_ha_per_bohr=0.0251 smiles="CC/N=C(/N)C#N" lumo_energy_ev=0.55 e_above_lowest_kj_mol=61.15 total_charge=0
C 0.0364 -0.9832 1.7226 -0.9706
C 0.9268 -0.0538 0.9096 -0.4640
N 0.1542 0.8536 0.1003 -0.5666
C -0.2519 0.6086 -1.0750 0.6944
N -0.7367 1.6848 -1.7924 -0.4956
C -0.1931 -0.6902 -1.7582 0.0658
N -0.1857 -1.7428 -2.2414 -0.3745
H -0.4921 -1.6812 1.0649 0.2954
H -0.7157 -0.4156 2.2817 0.2989
H 0.6535 -1.5451 2.4298 0.3204
H 1.6474 -0.6273 0.3089 0.3484
H 1.5062 0.5834 1.5865 0.2945
H -0.8344 2.4283 -1.1107 0.2942
H -1.5148 1.5806 -2.4267 0.2592


Entry 2:
14
Properties=species:S:1:pos:R:3:mulliken_charge:R:1 method="wB97M-V/def2-TZVPD" e_tot_ha=-320.82339 fmax_ha_per_bohr=0.0535 lumo_energy_ev=0.92 e_above_lowest_kj_mol=157.30 total_charge=0
H -2.0063 -0.5619 1.9806 0.2150
N -1.7161 -0.7504 1.0076 -0.7151
C -0.5175 -0.3083 0.7893 0.5709
C 0.5203 0.3531 1.5735 -0.4647
C 1.4777 0.7149 0.7320 -0.2941
N 1.1854 0.4017 -0.5904 -0.3666
N 0.0614 -0.4993 -0.4925 0.0451
C -0.8421 -0.3175 -1.6488 -0.7538
H 0.4580 0.5966 2.6616 0.3104
H 2.4904 1.2024 0.8736 0.3239
H 1.9558 -0.0387 -1.1248 0.2584
H -0.1975 -0.4751 -2.5810 0.2612
H -1.1979 0.7910 -1.6025 0.2817
H -1.6715 -1.1085 -1.5782 0.3276


Entry 3:
14
Properties=species:S:1:pos:R:3:mulliken_charge:R:1 method="wB97M-V/def2-TZVPD" e_tot_ha=-320.86531 fmax_ha_per_bohr=0.0085 smiles=CNc1cc[nH]n1 lumo_energy_ev=1.11 e_above_lowest_kj_mol=47.23 total_charge=0
C -1.7708 -1.1734 -0.6804 -0.8604
N -0.5952 -0.5290 -1.2315 -0.2602
C 0.2950 0.0853 -0.3596 0.5670
C -0.0019 0.6833 0.9004 -0.2100
C 1.2107 1.1573 1.3296 -0.7820
N 2.1329 0.8377 0.3979 0.2236
N 1.5774 0.2012 -0.6703 -0.8425
H -2.4139 -0.4275 -0.2009 0.2515
H -2.3444 -1.6181 -1.4986 0.3433
H -1.5456 -1.9573 0.0607 0.3019
H -0.1062 -1.0768 -1.9261 0.2845
H -0.9489 0.7771 1.4112 0.3140
H 1.5275 1.6877 2.2141 0.4166
H 2.9836 1.3525 0.2534 0.2527


Entry 4:
14
Properties=species:S:1:pos:R:3:mulliken_charge:R:1 method="wB97M-V/def2-TZVPD" e_tot_ha=-320.65955 fmax_ha_per_bohr=0.0097 lumo_energy_ev=0.86 e_above_lowest_kj_mol=587.47 total_charge=0
C 2.4422 -0.0443 0.1892 -0.8396
N 1.1702 0.3216 -0.4284 -0.2438
C 0.0105 0.1851 0.1339 0.1754
N -1.5619 1.0775 -1.5094 -0.7626
N -2.2555 0.3082 -0.8626 0.3733
C -1.8384 -0.6394 0.1384 -0.6415
C -0.8259 -0.2490 1.0600 -0.3090
H 2.3019 -0.9451 0.7903 0.2940
H 3.1990 -0.2299 -0.5772 0.3159
H 2.7888 0.7668 0.8399 0.2879
H 1.1882 0.8860 -1.2721 0.3047
H -3.2901 0.3453 -0.9191 0.2543
H -2.5225 -1.4768 0.2677 0.3891
H -0.8064 -0.3061 2.1495 0.4019